{"formula": "C34H82F3O16PS3", "method": "the ωB97M-V functional and the def2-TZVPD basis", "species": ["C", "C", "C", "C", "C", "S", "O", "O", "C", "F", "F", "F", "C", "P", "O", "O", "S", "O", "S", "O", "O", "H", "H", "H", "H", "H", "H", "H", "H", "H", "H", "C", "C", "C", "O", "H", "H", "H", "H", "H", "H", "H", "H", "C", "C", "C", "O", "H", "H", "H", "H", "H", "H", "H", "H", "C", "C", "C", "O", "H", "H", "H", "H", "H", "H", "H", "H", "C", "C", "C", "O", "H", "H", "H", "H", "H", "H", "H", "H", "C", "C", "C", "O", "H", "H", "H", "H", "H", "H", "H", "H", "C", "C", "C", "O", "H", "H", "H", "H", "H", "H", "H", "H", "C", "C", "C", "O", "H", "H", "H", "H", "H", "H", "H", "H", "C", "C", "C", "O", "H", "H", "H", "H", "H", "H", "H", "H", "C", "C", "C", "O", "H", "H", "H", "H", "H", "H", "H", "H"], "coordinates": [[-4.679341, -0.355358, 1.724078], [-4.062580, -1.280055, 2.487684], [-2.573237, -1.401404, 2.606884], [-1.782007, -0.983101, 1.375048], [-0.283040, -0.945219, 1.722231], [0.692161, -1.159522, 0.218855], [1.926267, -0.447699, 0.407838], [0.782015, -2.537590, -0.164009], [-0.184151, -0.162518, -1.091377], [0.659118, 0.024095, -2.076455], [-0.526166, 1.012531, -0.575341], [-1.258216, -0.774902, -1.561004], [0.136448, -1.975889, 2.772853], [0.295979, -1.215507, 4.498103], [-0.113400, 0.339262, 4.415542], [-0.786355, -1.921603, 5.437192], [2.078209, -1.437187, 5.092616], [-0.632578, -3.187454, 2.715267], [-2.224050, -3.140453, 2.874876], [-2.756679, -3.847101, 1.750723], [-2.653507, -3.545678, 4.172500], [-4.397262, 0.694930, 1.734449], [-5.503778, -0.646349, 1.081072], [-4.652779, -1.934542, 3.125692], [-2.228845, -0.851641, 3.490508], [-2.012086, -1.737553, 0.618006], [-2.097933, -0.014096, 1.000980], [-0.026637, 0.064655, 2.042374], [1.172563, -2.268976, 2.584819], [-1.053359, 0.523267, 4.261784], [-1.446126, -1.309340, 5.797128], [4.886610, -4.852470, 2.933447], [3.733057, -4.166920, 2.220285], [3.714302, -4.476286, 0.735173], [3.790978, -2.754989, 2.423979], [5.840934, -4.504880, 2.527255], [4.871546, -4.614092, 3.997034], [4.836871, -5.935769, 2.817301], [2.788565, -4.487630, 2.665911], [4.626886, -4.122831, 0.247155], [2.873550, -3.969484, 0.263736], [3.620059, -5.547869, 0.554676], [4.613091, -2.426253, 2.045089], [-0.130791, -4.798795, -3.462617], [0.559408, -5.943831, -2.739747], [-0.395824, -6.658495, -1.795041], [1.692877, -5.460525, -2.024632], [-0.486269, -4.058076, -2.739953], [0.566905, -4.298777, -4.133717], [-0.984421, -5.149092, -4.044931], [0.951394, -6.653715, -3.470133], [-0.759252, -5.965649, -1.030936], [0.113761, -7.475857, -1.284467], [-1.256073, -7.063818, -2.329815], [1.375325, -4.829029, -1.367642], [-3.063892, 0.712292, 7.498813], [-3.501439, 1.224230, 6.136773], [-4.816231, 1.976494, 6.221463], [-3.614321, 0.134252, 5.206644], [-3.805108, 0.015367, 7.899155], [-2.115428, 0.175182, 7.425871], [-2.942762, 1.534830, 8.203457], [-2.731605, 1.883772, 5.731942], [-5.608079, 1.314432, 6.583539], [-5.114123, 2.339341, 5.237713], [-4.734150, 2.826813, 6.897312], [-4.291084, -0.467041, 5.538749], [-0.390890, -0.951433, -5.782959], [-1.407049, 0.162321, -5.963744], [-0.808388, 1.518604, -5.628033], [-2.556392, -0.074058, -5.143510], [-0.059157, -0.991336, -4.740799], [-0.834482, -1.917844, -6.021839], [0.479076, -0.798447, -6.422145], [-1.765290, 0.164941, -6.993175], [-0.486235, 1.549233, -4.581955], [-1.550801, 2.306576, -5.762225], [0.048923, 1.737162, -6.262048], [-2.259805, -0.079960, -4.227206], [0.082471, 4.272679, 8.253598], [-0.651336, 3.969099, 6.957388], [-0.012792, 4.681358, 5.775465], [-2.029717, 4.333481, 7.070417], [0.044944, 5.344494, 8.466120], [-0.386561, 3.753439, 9.089530], [1.128179, 3.969270, 8.198044], [-0.646230, 2.891174, 6.780442], [-0.053053, 5.764191, 5.920458], [-0.549138, 4.452458, 4.854106], [1.030352, 4.389295, 5.652166], [-2.073110, 5.282572, 7.229471], [-0.626881, -5.289008, 8.883251], [0.758887, -4.663535, 8.810117], [0.854263, -3.425822, 9.691058], [1.084460, -4.336719, 7.465245], [-1.379401, -4.580590, 8.525338], [-0.679182, -6.173196, 8.248308], [-0.881980, -5.576965, 9.904469], [1.505735, -5.393910, 9.125540], [0.140424, -2.668565, 9.353831], [1.851273, -2.990096, 9.628008], [0.640458, -3.660716, 10.735068], [0.448341, -3.685031, 7.147489], [5.208544, 2.615368, -0.607648], [4.408029, 3.508642, 0.327939], [4.529324, 3.045535, 1.772125], [3.037175, 3.536087, -0.068585], [4.832010, 1.589733, -0.562485], [5.112206, 2.958536, -1.637852], [6.266162, 2.606739, -0.340549], [4.759720, 4.537927, 0.242019], [4.136377, 2.030433, 1.877677], [3.951132, 3.694455, 2.430415], [5.568103, 3.048685, 2.105015], [2.703190, 2.633487, -0.001916], [0.585974, 1.694872, -11.097844], [-0.276177, 1.600846, -9.848207], [-0.894015, 2.946537, -9.505978], [0.499142, 1.118501, -8.748926], [1.403903, 2.402537, -10.938582], [1.025415, 0.725130, -11.333429], [0.003433, 2.032350, -11.956120], [-1.062699, 0.859941, -10.001065], [-0.117775, 3.685698, -9.309016], [-1.510617, 2.865500, -8.608985], [-1.512595, 3.317398, -10.323209], [1.207636, 1.751706, -8.589277], [0.069004, 6.159882, -13.209715], [-0.777192, 6.095977, -11.947518], [-1.414625, 7.441097, -11.635954], [0.013315, 5.654842, -10.843928], [0.882714, 6.879292, -13.083012], [0.516663, 5.188083, -13.418617], [-0.525810, 6.462068, -14.072427], [-1.557045, 5.342128, -12.068952], [-0.641276, 8.195405, -11.466613], [-2.017610, 7.376766, -10.730313], [-2.050749, 7.778701, -12.454939], [0.715182, 6.301161, -10.708579]], "forces_ev_per_a": [[0.1, -0.3, 0.2], [-0.4, 0.5, -0.3], [0.3, 1.0, 1.2], [-0.1, -0.4, 0.2], [-0.8, 0.2, -0.8], [1.8, -0.3, 0.6], [-0.3, 0.3, -0.1], [-0.8, 0.1, -0.2], [0.0, -0.4, 0.2], [0.4, 0.1, -0.4], [-0.2, 0.3, 0.1], [-0.4, -0.1, -0.1], [0.0, 0.4, 0.2], [1.4, -0.4, 0.5], [-0.6, 0.0, -0.2], [-0.3, 0.4, -0.2], [0.1, 0.1, 0.0], [0.0, 0.3, 0.1], [-1.0, -0.5, -0.4], [0.4, 0.0, 0.0], [0.3, 0.2, 0.1], [1.0, -0.3, -1.2], [-1.0, 0.4, 1.1], [0.0, -1.1, -1.1], [0.0, -0.2, 0.1], [0.1, 0.1, -0.1], [-0.2, 0.0, 0.1], [0.2, -0.1, 0.1], [0.0, -0.2, 0.1], [0.0, 0.0, 0.1], [-0.2, -0.2, 0.0], [0.0, 0.0, 0.1], [0.3, 0.0, -0.2], [-0.2, -0.1, -0.1], [-0.3, 0.0, 0.1], [0.0, 0.0, -0.1], [0.0, 0.0, 0.0], [0.0, 0.0, 0.0], [0.0, 0.1, 0.1], [0.1, 0.0, 0.1], [0.0, 0.0, 0.0], [0.0, 0.0, 0.0], [0.0, 0.0, -0.1], [0.1, 0.1, -0.1], [-0.3, 0.2, 0.2], [0.1, -0.1, 0.0], [0.1, -0.1, 0.0], [0.0, 0.0, 0.0], [0.0, 0.0, 0.0], [0.0, 0.0, 0.0], [0.1, 0.0, 0.0], [0.0, 0.0, 0.0], [0.0, 0.0, 0.0], [0.0, 0.0, 0.0], [0.0, 0.0, 0.0], [0.1, -0.1, -0.1], [-0.3, 0.0, 0.4], [0.0, 0.0, -0.2], [0.5, 0.0, 0.0], [0.0, 0.1, 0.0], [0.1, 0.1, 0.0], [0.0, 0.0, 0.0], [0.0, 0.0, -0.1], [0.0, 0.0, 0.1], [0.0, 0.0, 0.0], [0.0, 0.0, 0.0], [0.0, 0.0, 0.0], [0.0, -0.1, 0.0], [0.3, 0.1, 0.4], [-0.1, 0.1, 0.0], [-0.1, 0.0, -0.2], [0.1, 0.0, 0.0], [0.0, 0.0, 0.0], [0.0, 0.0, 0.0], [-0.1, 0.0, 0.0], [0.0, -0.1, 0.0], [0.0, 0.0, 0.0], [0.0, 0.0, 0.0], [0.0, 0.0, 0.0], [-0.1, -0.1, 0.1], [0.2, 0.4, 0.0], [-0.1, -0.1, -0.1], [-0.1, -0.3, 0.0], [0.0, 0.0, 0.0], [0.0, 0.0, 0.0], [0.0, 0.0, 0.0], [-0.1, 0.0, 0.0], [0.0, 0.0, 0.0], [0.0, 0.0, 0.0], [0.0, 0.0, 0.0], [0.0, 0.0, 0.0], [0.0, -0.1, 0.0], [-0.4, 0.3, 0.0], [0.1, 0.0, 0.0], [0.1, -0.1, 0.0], [0.0, 0.0, 0.0], [0.0, 0.0, 0.0], [0.0, 0.0, 0.0], [0.0, 0.0, -0.1], [-0.1, 0.0, 0.0], [0.0, 0.0, 0.0], [0.0, 0.0, 0.0], [0.0, 0.0, -0.1], [0.0, 0.1, -0.1], [0.0, -0.4, 0.1], [-0.1, 0.1, 0.1], [0.0, 0.1, 0.0], [0.0, 0.0, 0.1], [0.0, 0.0, 0.0], [0.0, 0.0, 0.0], [-0.1, 0.0, 0.0], [0.1, 0.0, 0.0], [0.0, 0.0, 0.0], [0.0, 0.0, 0.0], [0.0, 0.0, 0.0], [0.0, -0.2, 0.0], [0.2, 0.4, -0.1], [-0.1, -0.2, 0.2], [-0.1, -0.2, 0.0], [-0.1, 0.1, 0.0], [0.0, 0.0, 0.0], [0.0, 0.0, 0.0], [0.0, -0.1, 0.1], [0.0, 0.0, -0.1], [0.0, 0.0, 0.0], [0.0, 0.0, 0.0], [0.0, 0.0, 0.0], [0.0, -0.2, 0.0], [0.2, 0.3, -0.1], [-0.1, -0.1, 0.1], [0.0, -0.1, 0.0], [0.0, 0.1, 0.0], [0.0, 0.0, 0.0], [0.0, 0.0, 0.0], [0.0, -0.1, 0.1], [0.0, 0.0, -0.1], [0.0, 0.0, 0.0], [0.0, 0.0, 0.0], [0.0, 0.0, 0.0]], "lowdin_charge": [0.038, -0.152, -0.348, -0.147, -0.304, 0.773, -0.264, -0.245, -0.699, 0.175, 0.156, 0.158, -0.357, 0.199, -0.201, -0.193, 0.420, -0.183, 0.649, -0.234, -0.241, 0.074, 0.070, 0.117, 0.087, 0.127, 0.118, 0.129, 0.095, 0.064, 0.063, -0.057, -0.496, -0.050, -0.091, 0.081, 0.080, 0.080, 0.138, 0.089, 0.050, 0.087, 0.090, -0.061, -0.498, -0.058, -0.058, 0.074, 0.077, 0.080, 0.136, 0.080, 0.078, 0.078, 0.056, -0.043, -0.484, -0.046, -0.069, 0.089, 0.071, 0.086, 0.123, 0.086, 0.083, 0.083, 0.102, -0.052, -0.490, -0.059, -0.054, 0.068, 0.080, 0.078, 0.132, 0.072, 0.079, 0.063, 0.068, -0.057, -0.504, -0.057, -0.066, 0.083, 0.078, 0.083, 0.124, 0.083, 0.077, 0.083, 0.088, -0.063, -0.503, -0.063, -0.062, 0.078, 0.079, 0.077, 0.137, 0.076, 0.079, 0.077, 0.059, -0.061, -0.500, -0.061, -0.057, 0.080, 0.078, 0.079, 0.135, 0.079, 0.076, 0.079, 0.075, -0.059, -0.489, -0.059, -0.065, 0.081, 0.077, 0.078, 0.137, 0.070, 0.074, 0.074, 0.088, -0.060, -0.499, -0.061, -0.069, 0.082, 0.076, 0.080, 0.133, 0.081, 0.080, 0.080, 0.091], "orbital_gap_ev": 9.050, "e_lumo_ev": -0.06, "homo_ev": -9.1, "fmax_ha_per_bohr": 0.0373, "spin_multiplicity": 1, "smiles": "C=C[C@@H]1C[C@H](S(=O)(=O)C(F)(F)F)[C@@H](P(O)(O)=S)OS1(=O)=O.CC(C)O.CC(C)O.CC(C)O.CC(C)O.CC(C)O.CC(C)O.CC(C)O.CC(C)O.CC(C)O"}